9 unconnected molecules or ions with the total composition C82H71N7O14. Source: the Open Molecules 2025 dataset; level of theory: ωB97M-V/def2-TZVPD.

Summary:
SMILES = O=C1c2ccccc2C(=O)c2ccccc21.O=C1c2ccccc2C(=O)c2ccccc21.O=C1c2ccccc2C(=O)c2ccccc21.O=C1c2ccccc2C(=O)c2ccccc21.O=C1c2ccccc2C(=O)c2ccccc21.CC1(C)CCCC(C)(C)N1O.NC(N)=O.NC(N)=O.NC(N)=O
Total energy = -125280.6677 eV
HOMO energy = -7.93 eV

Element x y z (Å)
C  -21.22471  -7.75073  -25.12180
C  -20.22805  -8.60405  -24.75526
C  -19.92364  -9.73197  -25.49067
C  -20.77440  -10.10608  -26.53911
C  -21.77595  -9.17305  -26.93871
C  -22.01457  -8.01529  -26.21486
C  -22.68210  -9.44807  -28.09996
O  -23.44005  -8.60233  -28.55437
C  -22.60664  -10.75852  -28.73838
C  -23.31870  -11.06196  -29.87911
C  -22.97338  -12.18169  -30.70160
C  -22.07952  -13.11115  -30.17826
C  -21.36756  -12.87041  -28.97153
C  -21.59583  -11.65291  -28.29651
C  -20.60437  -11.38256  -27.26226
O  -19.77389  -12.22985  -26.96945
H  -21.55829  -6.99626  -24.42474
H  -19.57503  -8.31066  -23.94662
H  -19.14045  -10.41228  -25.19034
H  -22.84072  -7.36295  -26.45638
H  -24.10733  -10.40265  -30.21044
H  -23.49243  -12.35863  -31.63202
H  -21.80161  -13.91315  -30.84606
H  -20.59731  -13.60602  -28.79268
C  -6.20894  -8.52137  -29.12972
C  -7.08215  -7.49731  -28.98597
C  -7.07279  -6.38467  -29.79634
C  -6.16657  -6.31464  -30.80397
C  -5.29259  -7.35486  -30.99383
C  -5.26924  -8.45322  -30.12347
C  -4.18271  -7.17097  -32.03075
O  -3.25081  -7.95501  -32.10419
C  -4.28844  -5.90203  -32.92524
C  -3.48390  -5.78236  -34.09178
C  -3.57232  -4.69670  -34.98781
C  -4.26405  -3.62669  -34.47770
C  -5.11422  -3.67979  -33.38721
C  -5.22924  -4.89401  -32.68990
C  -6.24739  -5.09553  -31.67182
O  -7.14203  -4.28766  -31.60057
H  -6.24245  -9.37138  -28.46432
H  -7.86754  -7.56469  -28.24772
H  -7.87824  -5.67196  -29.69785
H  -4.53873  -9.24023  -30.23903
H  -2.80776  -6.59674  -34.30630
H  -3.03246  -4.74165  -35.92212
H  -4.24350  -2.65171  -34.94180
H  -5.59084  -2.73027  -33.19320
C  -11.09486  -5.03442  -30.44518
C  -11.97909  -3.95146  -30.48995
C  -13.29036  -4.12180  -30.01504
C  -13.69332  -5.45890  -29.74564
C  -12.85710  -6.55180  -29.95272
C  -11.46664  -6.32307  -30.18866
C  -13.34338  -7.93903  -29.58165
O  -12.54181  -8.88201  -29.73347
C  -14.58047  -8.12763  -28.75448
C  -14.80333  -9.32877  -28.15244
C  -15.91631  -9.53396  -27.41101
C  -16.96784  -8.53129  -27.28728
C  -16.67669  -7.24808  -27.91580
C  -15.49365  -7.10010  -28.65273
C  -15.11759  -5.68755  -29.21785
O  -15.91013  -4.75459  -29.21932
H  -10.07735  -4.90983  -30.78507
H  -11.57649  -2.99122  -30.77676
H  -14.01139  -3.31899  -30.05986
H  -10.76230  -7.14177  -30.19441
H  -14.28353  -10.23718  -28.41890
H  -16.14755  -10.38937  -26.79359
H  -17.76479  -8.62309  -26.56420
H  -17.44700  -6.49270  -27.86663
C  -7.92261  -1.01495  -31.72921
C  -6.78307  -0.35193  -31.28043
C  -6.77287  0.92525  -30.70239
C  -8.01787  1.57921  -30.53598
C  -9.18488  0.85193  -30.86785
C  -9.10857  -0.42659  -31.45087
C  -10.52098  1.46237  -30.69752
O  -11.57350  0.88062  -31.17138
C  -10.58948  2.77723  -29.89482
C  -11.77100  3.23040  -29.42166
C  -11.88423  4.35893  -28.60750
C  -10.72768  5.10389  -28.33911
C  -9.50330  4.57658  -28.75187
C  -9.38227  3.46839  -29.61034
C  -8.04277  3.00247  -30.10257
O  -7.06714  3.64132  -29.81139
H  -7.82485  -2.05076  -32.01894
H  -5.83536  -0.84411  -31.44168
H  -5.92100  1.46609  -30.31745
H  -10.05698  -0.92672  -31.58051
H  -12.67212  2.74894  -29.77175
H  -12.80545  4.73013  -28.18328
H  -10.64313  5.94842  -27.67125
H  -8.52893  4.92655  -28.44442
C  -13.45191  -6.21608  -25.78839
C  -12.47841  -6.96344  -26.46273
C  -11.31221  -6.29087  -26.88217
C  -11.07160  -4.91219  -26.66884
C  -12.07482  -4.14856  -26.01151
C  -13.27031  -4.87975  -25.61993
C  -11.91584  -2.69516  -25.78281
O  -12.63246  -2.07147  -25.03085
C  -10.84013  -2.01395  -26.47334
C  -10.74786  -0.60251  -26.37370
C  -9.68788  0.01495  -27.09319
C  -8.77733  -0.76778  -27.75375
C  -8.81537  -2.09992  -27.69967
C  -9.84359  -2.80588  -27.09552
C  -9.81255  -4.31139  -27.20097
O  -8.87203  -5.00778  -27.72614
H  -14.47198  -6.50609  -25.58405
H  -12.68572  -7.97669  -26.77377
H  -10.55739  -6.92923  -27.31711
H  -14.17719  -4.44634  -25.22481
H  -11.56549  -0.04353  -25.94309
H  -9.52051  1.07806  -27.00285
H  -7.90527  -0.37210  -28.25309
H  -8.04632  -2.52698  -28.32623
C  -14.41378  -0.21669  -32.29514
O  -13.82288  0.50627  -33.07360
N  -14.24966  -1.51672  -32.11336
N  -15.49580  0.12463  -31.68638
H  -14.96570  -2.06292  -31.65613
H  -13.31026  -1.86965  -31.99910
H  -15.75394  -0.42018  -30.87603
H  -15.80791  1.07716  -31.81036
C  -16.91890  -9.19043  -22.79770
O  -16.88461  -8.07155  -23.23418
N  -16.53410  -10.08975  -23.65724
N  -17.41699  -9.59503  -21.67247
H  -16.58167  -11.08954  -23.52216
H  -16.07119  -9.79968  -24.50675
H  -17.32160  -10.57212  -21.43517
H  -17.94380  -8.90101  -21.16169
C  -17.78952  -4.93040  -24.66726
O  -17.91130  -4.00840  -25.42572
N  -18.10903  -4.85523  -23.40856
N  -17.21620  -6.10099  -24.92757
H  -18.49387  -3.96845  -23.11592
H  -17.71399  -5.59037  -22.83969
H  -16.56587  -5.99948  -25.69364
H  -17.38046  -6.89392  -24.32393
C  -18.69171  -2.78827  -28.81302
C  -18.23040  -1.45917  -29.22496
C  -18.79760  -0.32454  -28.33314
C  -18.29650  -0.42606  -26.85917
C  -16.78411  -0.03155  -26.87551
C  -15.96077  -0.91550  -27.96753
N  -16.74936  -1.29892  -29.18604
O  -16.03406  -2.23831  -30.00540
C  -14.73224  -0.04806  -28.32987
C  -15.45268  -2.21714  -27.28413
C  -18.76162  -1.07976  -30.66455
H  -19.76987  -2.76418  -28.65468
H  -18.25189  -3.00972  -27.84058
H  -18.58469  -3.58477  -29.54937
H  -18.57265  0.65185  -28.76228
H  -19.87984  -0.45061  -28.30228
H  -18.51096  -1.42430  -26.47758
H  -18.70402  0.39257  -26.26599
H  -16.43060  -0.44295  -25.93006
H  -16.49617  1.01220  -27.00107
H  -15.11817  0.86552  -28.78211
H  -14.03783  0.08539  -27.50036
H  -14.25126  -0.62121  -29.12249
H  -14.65912  -2.67983  -27.87087
H  -15.03026  -1.92780  -26.32186
H  -16.27677  -2.91687  -27.14493
H  -18.44164  -0.07553  -30.94240
H  -19.83950  -1.12221  -30.82106
H  -18.49681  -1.80976  -31.42945
H  -16.10663  -3.08951  -29.56746

Atoms 1-6, force components in eV/Å:
-1.38 0.28 0.66
1.68 0.02 0.11
-0.90 -0.79 -0.23
0.20 1.65 0.01
-0.07 -0.77 -0.13
0.08 -0.24 -0.15